Entry 1:
A 8-piece molecular cluster, C32H66O26P2 overall in a non-equilibrium geometry, computed with ωB97M-V/def2-TZVPD.

The geometry in XYZ format:
```
126
Properties=species:S:1:pos:R:3
C -40.29340 20.84194 -9.15746
C -40.31346 22.30893 -9.02230
O -41.61958 22.58994 -8.71410
P -42.24691 24.10280 -9.00524
O -41.33509 25.29649 -8.84908
O -43.62515 24.05785 -8.12512
C -44.61697 23.08511 -8.23296
C -45.79436 23.48436 -7.31118
O -42.78128 23.98671 -10.52192
C -43.52620 25.06319 -11.08982
C -43.78936 24.78833 -12.58407
H -39.28088 20.44741 -9.24255
H -40.71902 20.31812 -8.30156
H -40.92428 20.52924 -9.98951
H -39.75769 22.54631 -8.11518
H -39.86397 22.80943 -9.87995
H -44.92631 22.83312 -9.24731
H -44.10616 22.20543 -7.84139
H -45.40358 23.69546 -6.31578
H -46.29926 24.39640 -7.62953
H -46.69423 22.86932 -7.30380
H -44.50848 25.05704 -10.61740
H -43.09344 26.06359 -11.09402
H -42.80221 24.76063 -13.04544
H -44.36074 23.86764 -12.70221
H -44.43200 25.52169 -13.07121
C -43.27279 23.83366 -16.41505
C -42.16764 23.03454 -17.09552
O -42.66129 21.86421 -17.52776
P -41.68707 20.97177 -18.51380
O -40.54596 20.25568 -17.81075
O -42.70408 20.02745 -19.38520
C -43.56071 19.09053 -18.70202
C -42.74339 17.96737 -18.11275
O -41.21967 22.05584 -19.66724
C -40.70310 21.50924 -20.92247
C -39.28616 20.96057 -20.79443
H -43.50089 23.43858 -15.42511
H -42.88248 24.81851 -16.15849
H -44.16450 23.88034 -17.04017
H -41.76955 23.54731 -17.97113
H -41.39087 22.83713 -16.35676
H -44.09280 19.58145 -17.88717
H -44.20937 18.65049 -19.45945
H -42.36232 18.13317 -17.10508
H -43.32541 17.05888 -17.95779
H -41.90816 17.67393 -18.74866
H -41.38342 20.73202 -21.27060
H -40.79001 22.26214 -21.70584
H -39.11122 20.13606 -20.10329
H -39.08534 20.45832 -21.74074
H -38.47387 21.68280 -20.71271
C -36.83344 17.94073 -18.32017
C -37.65770 16.78102 -17.72807
C -39.12552 17.07660 -17.75664
O -39.65100 15.95287 -18.37644
C -38.71910 15.00746 -18.52530
O -38.86791 13.80166 -18.77705
O -37.51025 15.51589 -18.36041
H -36.87435 18.92257 -17.84855
H -37.01876 18.13458 -19.37666
H -35.75304 17.82596 -18.23259
H -37.37959 16.65703 -16.68147
H -39.38329 17.92377 -18.39222
H -39.52287 17.28583 -16.76345
C -41.90311 15.48365 -15.68816
C -41.05085 14.71482 -14.67815
C -40.00211 13.83480 -15.23867
O -38.82089 14.48018 -15.03301
C -38.95146 15.53825 -14.28100
O -38.00810 16.18510 -13.83767
O -40.27383 15.68426 -13.93577
H -41.29848 15.83887 -16.52263
H -42.37851 16.34719 -15.22296
H -42.69067 14.81104 -16.02794
H -41.70068 14.15560 -14.00504
H -40.20650 13.58113 -16.27885
H -40.06395 12.90467 -14.67375
C -42.91117 21.37748 -13.26179
O -41.93655 20.95612 -14.18703
C -40.87072 20.30248 -13.78955
O -40.50373 20.10874 -12.62573
O -40.18744 19.99250 -14.86342
C -38.91869 19.30057 -14.77939
H -43.26985 22.33928 -13.62836
H -42.55258 21.65268 -12.26994
H -43.71534 20.65602 -13.11722
H -38.14621 19.93298 -14.34187
H -38.57487 18.92731 -15.74404
H -39.08142 18.43366 -14.13901
C -38.48119 22.83746 -13.43248
O -37.14259 22.63198 -12.94088
C -36.91985 23.26624 -11.80884
O -37.68821 24.03904 -11.25524
O -35.70802 23.08682 -11.44659
C -35.19539 23.23446 -10.14131
H -38.47056 22.27713 -14.36737
H -38.76433 23.86937 -13.64010
H -39.19815 22.43238 -12.71836
H -35.60868 22.43301 -9.52897
H -35.45869 24.16555 -9.63946
H -34.11108 23.12322 -10.14558
C -41.99340 17.19226 -11.87060
O -43.08352 16.93390 -11.06164
C -43.39440 15.71952 -10.70771
O -42.76770 14.72154 -11.04555
O -44.44285 15.71930 -9.87258
C -44.85481 14.45918 -9.30516
H -42.20537 16.64947 -12.79177
H -41.08431 16.77844 -11.43425
H -41.79147 18.22205 -12.16533
H -45.05325 14.61197 -8.24432
H -44.18822 13.60091 -9.38952
H -45.79909 14.26262 -9.81290
C -45.09067 14.84944 -13.79477
O -44.56013 16.15372 -14.00490
C -45.32725 17.09924 -14.52513
O -46.51425 17.01384 -14.78646
O -44.53423 18.20044 -14.63313
C -45.08885 19.43722 -15.08737
H -45.31443 14.30235 -14.71059
H -45.99795 14.86749 -13.19094
H -44.30109 14.27057 -13.31562
H -45.72707 19.25699 -15.95242
H -44.31361 20.09246 -15.48456
H -45.75239 19.80643 -14.30539
```

Results
- molar mass (g/mol) = 928.8
- DFT total energy (a.u.) = -3898.0109
- net charge = 0
- Kohn-Sham gap (eV) = 10.81
- SMILES = CCOP(=O)(OCC)OCC.CCOP(=O)(OCC)OCC.C[C@H]1COC(=O)O1.C[C@H]1COC(=O)O1.COC(=O)OC.COC(=O)OC.COC(=O)OC.COC(=O)OC


Entry 2:
A 8-piece molecular cluster, C32H67BrNO9S overall in a non-equilibrium geometry, computed with ωB97M-V/def2-TZVPD.

The geometry in XYZ format:
```
111
Properties=species:S:1:pos:R:3
C -4.82861 3.37779 0.91216
C -3.98948 2.52981 0.95162
N -3.16529 1.49542 1.31579
C -3.54758 0.23499 1.02888
C -2.75551 -0.80025 1.41514
Br -3.34221 -2.51174 0.97270
C -1.56947 -0.54292 2.07177
C -0.64086 -1.68181 2.42436
O 0.44084 -1.74254 1.91673
O -1.09600 -2.59682 3.26873
C -1.19599 0.74779 2.35079
C 0.07539 1.06811 3.07753
S -0.15519 2.42421 4.25632
C -1.02725 1.71131 5.67558
C -2.51319 2.11314 5.70805
C -2.01552 1.75003 1.96103
H -5.56517 4.13089 0.87217
H -4.47887 0.09413 0.51339
H -1.87859 -2.28111 3.73915
H 0.35378 0.20714 3.66175
H 0.86034 1.34546 2.38939
H -0.52256 2.03153 6.57156
H -0.94128 0.63245 5.64253
H -2.81425 2.44162 6.68889
H -3.11859 1.26184 5.42096
H -2.69834 2.91316 5.00984
H -1.78652 2.78090 2.15494
C -0.12016 6.91092 3.34369
C -1.57366 6.46997 3.27592
C -2.48252 7.59567 2.80608
O -2.00219 5.99733 4.55507
H -0.00561 7.73195 4.05563
H 0.51212 6.09067 3.68480
H 0.23979 7.24693 2.37060
H -1.66191 5.62000 2.59490
H -2.43867 8.43546 3.50336
H -3.51953 7.26006 2.76485
H -2.19252 7.95436 1.81780
H -1.92976 6.73271 5.17256
C 4.70637 -0.22701 3.80271
C 3.66838 0.24594 2.79895
C 4.27051 0.47672 1.42624
O 3.03968 1.45070 3.25863
H 5.48980 0.52558 3.92202
H 4.25094 -0.38531 4.78135
H 5.17306 -1.15650 3.47584
H 2.87007 -0.49634 2.72166
H 5.03838 1.25326 1.46338
H 3.49976 0.81763 0.73071
H 4.72285 -0.43102 1.03359
H 3.72156 2.12538 3.34261
C -1.07512 -2.19774 -2.02910
C 0.17204 -3.01276 -2.33670
C -0.08859 -4.49990 -2.16459
O 1.25925 -2.59324 -1.51167
H -1.38065 -2.35017 -0.99117
H -0.87707 -1.13213 -2.16285
H -1.90732 -2.48147 -2.67709
H 0.48557 -2.81476 -3.36223
H -0.35968 -4.73276 -1.13044
H 0.80540 -5.07685 -2.40020
H -0.89806 -4.83740 -2.81395
H 1.01959 -2.75566 -0.59215
C 7.96696 -3.31112 -0.39517
C 7.63923 -2.71024 0.96236
C 7.39493 -3.78738 2.00777
O 6.49859 -1.85173 0.86139
H 7.13253 -3.92018 -0.75376
H 8.13905 -2.52495 -1.13024
H 8.85532 -3.94125 -0.34509
H 8.46038 -2.07001 1.28482
H 6.54331 -4.41062 1.72076
H 7.16278 -3.33842 2.97417
H 8.26713 -4.43093 2.12475
H 5.75485 -2.39374 0.57505
C -4.70676 2.01892 -3.17166
C -4.67006 0.58266 -2.67339
C -4.81064 -0.41326 -3.81279
O -5.70369 0.37321 -1.70053
H -5.66224 2.22816 -3.65831
H -4.60356 2.71860 -2.34040
H -3.90747 2.20987 -3.88793
H -3.72726 0.40216 -2.14948
H -5.76898 -0.27666 -4.31976
H -4.78267 -1.43634 -3.43749
H -4.01357 -0.29311 -4.54650
H -6.54863 0.52379 -2.13712
C 2.61369 2.03653 -3.69312
C 2.21084 1.90249 -2.23362
C 1.07709 0.90402 -2.05388
O 1.83012 3.17533 -1.70385
H 1.77236 2.40115 -4.28925
H 3.42588 2.75499 -3.79984
H 2.93825 1.08017 -4.10438
H 3.07144 1.57907 -1.64761
H 0.18878 1.23864 -2.60017
H 0.80480 0.82181 -0.99891
H 1.35153 -0.08680 -2.41425
H 1.07313 3.48542 -2.21135
C -1.86589 -5.28428 -7.06103
C -2.32089 -4.86890 -5.67096
C -2.73665 -6.06950 -4.83343
O -3.39491 -3.93019 -5.75773
H -2.68146 -5.77659 -7.59683
H -1.57068 -4.41167 -7.64343
H -1.02167 -5.97297 -7.01317
H -1.50968 -4.33898 -5.16791
H -3.57826 -6.59099 -5.29580
H -3.05889 -5.74645 -3.84215
H -1.91506 -6.77805 -4.71953
H -4.12953 -4.36643 -6.20178
```

Results
- molar mass (g/mol) = 721.9
- DFT total energy (a.u.) = -4963.2583
- net charge = +1
- Kohn-Sham gap (eV) = 6.63


Entry 3:
A 9-piece molecular cluster, C32H68O9 overall in a non-equilibrium geometry, computed with ωB97M-V/def2-TZVPD.

The geometry in XYZ format:
```
109
Properties=species:S:1:pos:R:3
C -0.10690 0.61677 -7.54543
C -1.38641 1.27815 -7.11151
C -2.28279 0.05857 -6.93102
O -1.63572 -1.09326 -7.41888
C -0.28201 -0.88917 -7.25173
H 0.81900 0.99314 -7.11053
H 0.13581 0.58742 -8.60766
H -1.72813 2.01189 -7.84154
H -1.30002 1.73122 -6.12391
H -3.25860 0.12867 -7.41164
H -2.52910 -0.13636 -5.88726
H 0.38643 -1.42822 -7.92309
H -0.15955 -1.21247 -6.21801
C 0.71831 7.89837 1.04482
C -0.06882 8.95339 0.35311
C 0.48730 9.06439 -1.01296
O 0.96245 7.73317 -1.23695
C 1.01154 6.93573 -0.04831
H 0.16545 7.44003 1.86479
H 1.55684 8.33912 1.58399
H -0.02835 9.92969 0.83612
H -1.14607 8.79746 0.29532
H 1.31351 9.77525 -1.00103
H -0.30630 9.26881 -1.73165
H 1.95927 6.39813 -0.01836
H 0.21051 6.19655 -0.05521
C 1.68797 -6.42353 -0.03925
C 1.74467 -7.90915 0.34727
C 2.42616 -8.44412 -0.98046
O 2.84394 -7.32776 -1.69935
C 2.87233 -6.19406 -0.91670
H 1.60049 -5.79993 0.85045
H 0.75935 -6.37160 -0.60765
H 0.75270 -8.27350 0.61434
H 2.28705 -8.12263 1.26831
H 1.73809 -9.07328 -1.54509
H 3.32760 -9.00312 -0.72944
H 2.70928 -5.35985 -1.59906
H 3.77600 -5.93686 -0.36416
C 3.84435 -3.69873 5.50869
C 4.53538 -2.46667 4.93926
C 4.09077 -1.42139 5.97396
O 4.10770 -2.08329 7.23084
C 3.50389 -3.34523 6.97037
H 4.57333 -4.50854 5.47855
H 2.94018 -3.95923 4.95852
H 4.36104 -2.14072 3.91384
H 5.61679 -2.60109 4.91536
H 3.09248 -1.01701 5.80667
H 4.71470 -0.52980 6.03612
H 2.44140 -3.29040 7.20749
H 3.88871 -4.07204 7.68574
C 8.74426 2.02570 -1.28502
C 9.30461 1.82737 0.12864
C 8.34280 0.87355 0.90689
O 7.60114 0.28338 -0.17484
C 8.07127 0.65898 -1.45576
H 9.51166 2.25130 -2.02549
H 7.97892 2.79767 -1.36507
H 9.30990 2.77043 0.67519
H 10.30745 1.40036 0.12084
H 7.69426 1.44813 1.56823
H 8.88989 0.17057 1.53508
H 7.31444 0.57610 -2.23579
H 8.89877 -0.00250 -1.71226
C -3.25060 -3.15155 6.06946
C -3.82521 -3.92836 7.25221
C -2.97481 -5.15654 7.31065
O -2.45633 -5.20482 5.92624
C -3.14825 -4.25409 5.06529
H -2.26650 -2.69676 6.18256
H -3.87868 -2.41816 5.56374
H -4.87742 -4.17819 7.11597
H -3.63726 -3.37888 8.17462
H -3.59189 -6.02143 7.55413
H -2.24465 -5.14409 8.11986
H -4.15039 -4.62440 4.84919
H -2.82170 -3.90993 4.08396
C -6.19802 6.42790 -2.76197
C -7.28768 5.35698 -2.99235
C -6.36140 4.12328 -3.38187
O -5.25562 4.72027 -3.94596
C -4.82900 5.73657 -3.07027
H -6.18939 6.71493 -1.71048
H -6.36036 7.37668 -3.27340
H -8.01799 5.53431 -3.78186
H -7.89109 5.22810 -2.09381
H -6.88959 3.48106 -4.08662
H -6.08710 3.48158 -2.54457
H -4.23812 6.42902 -3.66982
H -4.24320 5.39017 -2.21882
C 1.65271 0.32449 -1.32027
C 0.11223 0.18643 -1.49192
O -0.45525 -0.28787 -0.29554
H 1.81383 1.24736 -0.76307
H 2.09145 0.61659 -2.27437
H 2.19858 -0.53076 -0.92193
H -0.16879 -0.68625 -2.08145
H -0.43540 1.07387 -1.80922
H -1.33668 -0.60479 -0.50584
C -8.16626 -1.13027 0.13769
C -7.47511 -1.83004 -1.06800
O -6.08606 -2.01262 -0.93195
H -9.21313 -1.03378 -0.15013
H -7.76561 -0.12077 0.22974
H -8.14172 -1.63101 1.10556
H -7.56577 -1.22163 -1.96783
H -7.94414 -2.76332 -1.37960
H -5.85601 -2.61322 -1.64467
```

Results
- ΔE to the lowest compared entry with this formula, charge and spin (kcal per mole) = 132.8
- molar mass (g/mol) = 596.9
- DFT total energy (a.u.) = -1936.9278
- net charge = 0
- Kohn-Sham gap (eV) = 9.71
- SMILES = C1CCOC1.C1CCOC1.C1CCOC1.C1CCOC1.C1CCOC1.C1CCOC1.C1CCOC1.CCO.CCO


Entry 4:
C32H70AsF6HgN2O10S5 as an isolated structure in a non-equilibrium geometry, computed with ωB97M-V/def2-TZVPD.

The geometry in XYZ format:
```
127
Properties=species:S:1:pos:R:3
Hg 17.69513 -1.09879 -12.89462
As 19.01614 -4.90420 -12.05296
F 17.48054 -5.22755 -11.31620
F 18.37400 -3.31474 -12.44848
F 20.48554 -4.47767 -12.83161
F 19.56548 -6.44488 -11.62007
F 18.38155 -5.47806 -13.54184
F 19.59316 -4.24399 -10.56518
C 19.24738 -8.59006 -14.72222
C 17.80855 -8.82287 -15.16346
N 17.09204 -9.74280 -14.29769
C 17.20296 -9.55837 -12.86758
C 16.35982 -8.45489 -12.20284
C 15.77907 -10.10327 -14.78859
C 15.28951 -11.45409 -14.27635
H 19.68206 -9.53740 -14.39848
H 19.36655 -7.83257 -13.94906
H 19.88326 -8.29745 -15.56353
H 17.27099 -7.88072 -15.37404
H 17.90583 -9.36332 -16.11292
H 17.00915 -10.52943 -12.39419
H 18.25556 -9.47018 -12.58552
H 15.43027 -8.24566 -12.72872
H 16.08061 -8.81055 -11.20786
H 16.95271 -7.54980 -12.07034
H 15.83522 -10.12237 -15.87872
H 15.02882 -9.33728 -14.51269
H 16.04038 -12.22578 -14.44326
H 14.32258 -11.68656 -14.71598
H 15.16622 -11.41225 -13.19079
C 26.74278 -6.93264 -12.02550
C 25.28962 -6.60032 -12.33201
N 25.12103 -5.32903 -13.03330
C 25.54540 -5.41646 -14.42474
C 24.68099 -6.24321 -15.39202
C 23.74959 -4.86878 -12.87769
C 23.52648 -3.50830 -13.51687
H 27.14415 -6.30142 -11.23021
H 27.37597 -6.79813 -12.90140
H 26.85972 -7.95536 -11.66461
H 24.82714 -7.41369 -12.91712
H 24.72919 -6.58704 -11.39540
H 25.64120 -4.39417 -14.80487
H 26.56758 -5.78888 -14.50230
H 24.83908 -7.31194 -15.25024
H 23.61783 -6.05156 -15.22952
H 24.88869 -5.99740 -16.43314
H 23.51693 -4.85790 -11.80836
H 23.01707 -5.60808 -13.25006
H 24.40639 -2.89239 -13.34024
H 22.64100 -2.99977 -13.13210
H 23.33199 -3.68007 -14.57762
C 20.74476 -4.11293 -16.63596
C 19.53244 -4.42218 -17.51422
C 18.35281 -3.84462 -16.75155
S 18.93074 -2.25302 -16.21268
O 18.45919 -1.99046 -14.85143
O 18.65067 -1.30513 -17.24387
C 20.68014 -2.66319 -16.20154
H 21.69677 -4.31551 -17.12786
H 20.75749 -4.76188 -15.75468
H 19.45310 -5.49446 -17.66666
H 19.65609 -3.90810 -18.47086
H 18.27842 -4.45384 -15.84298
H 17.39928 -3.75073 -17.25987
H 21.04750 -2.48189 -15.19480
H 21.10943 -1.95730 -16.91134
C 16.82122 -1.48552 -7.28683
C 16.53296 -2.97801 -7.42142
C 16.74402 -3.25699 -8.90320
S 15.87954 -1.92938 -9.73064
O 14.51624 -2.25712 -10.03558
O 16.76467 -1.47125 -10.79878
C 15.88627 -0.81616 -8.30232
H 17.85076 -1.17527 -7.43667
H 16.54217 -1.12568 -6.29281
H 15.51004 -3.19683 -7.10536
H 17.18693 -3.60037 -6.81069
H 16.52055 -4.24769 -9.28894
H 17.79243 -3.04261 -9.12597
H 14.86280 -0.90003 -7.93894
H 16.12502 0.20521 -8.58299
C 22.61636 0.19400 -9.87706
C 22.96686 -0.99278 -10.77347
C 21.81616 -1.99384 -10.71295
S 20.38109 -0.93854 -10.40450
O 19.80328 -1.25050 -9.13762
O 19.48073 -0.98094 -11.55918
C 21.23395 0.63321 -10.31663
H 23.36206 0.98326 -9.93215
H 22.60613 -0.15136 -8.83966
H 23.92548 -1.42958 -10.49530
H 23.12604 -0.67799 -11.80977
H 21.89357 -2.69360 -9.88662
H 21.55621 -2.46265 -11.65984
H 20.62093 1.22099 -9.63357
H 21.25679 1.12430 -11.28903
C 14.67026 -5.51368 -14.40465
C 13.72274 -5.25878 -13.21314
C 14.19208 -3.97439 -12.54955
S 14.63724 -2.90446 -13.90936
O 15.96895 -2.34310 -13.64613
O 13.53665 -2.04564 -14.22634
C 14.81777 -4.20300 -15.16166
H 14.16011 -6.21281 -15.07233
H 15.61314 -5.96893 -14.11463
H 13.80291 -6.09948 -12.52601
H 12.69858 -5.19821 -13.58021
H 15.08066 -4.17462 -11.95389
H 13.43176 -3.46906 -11.96224
H 15.80552 -4.04515 -15.58596
H 14.01455 -4.02140 -15.87098
C 17.64101 -7.63606 -8.77330
C 16.97923 -7.84733 -7.40014
C 18.02139 -8.12756 -6.34348
S 19.51792 -7.29517 -6.88851
O 20.57017 -8.27587 -6.99343
O 19.75498 -6.09004 -6.14152
C 18.95722 -6.89673 -8.54010
H 16.98150 -7.03468 -9.39354
H 17.78814 -8.60496 -9.25402
H 16.21670 -8.62559 -7.36757
H 16.42099 -6.93568 -7.14923
H 18.30638 -9.17943 -6.38973
H 17.80787 -7.84317 -5.31864
H 19.79843 -7.05881 -9.20211
H 18.66400 -5.84571 -8.48517
```

Results
- molar mass (g/mol) = 1192.8
- DFT total energy (a.u.) = -7102.3136
- net charge = +1
- Kohn-Sham gap (eV) = 4.69


Q: Among the records above, which one has the lowest DFT total energy?
A: C32H70AsF6HgN2O10S5